Below is 8 unconnected molecules or ions with the total composition C24H64O8, with properties calculated with ωB97M-V/def2-TZVPD.

Element x y z (Å)
C  -4.26  0.67  3.28
C  -4.66  -0.15  2.08
C  -3.51  -0.44  1.12
O  -5.26  -1.36  2.52
H  -3.68  1.57  3.05
H  -3.67  0.08  3.98
H  -5.14  1.04  3.82
H  -5.40  0.42  1.50
H  -3.89  -0.91  0.21
H  -2.75  -1.10  1.54
H  -3.05  0.51  0.83
H  -5.61  -1.85  1.77
C  -1.56  3.59  0.39
C  -1.88  3.71  -1.08
C  -3.28  4.23  -1.35
O  -0.94  4.64  -1.67
H  -2.20  2.82  0.84
H  -1.72  4.53  0.93
H  -0.53  3.27  0.52
H  -1.77  2.75  -1.57
H  -3.60  5.06  -0.72
H  -4.06  3.47  -1.25
H  -3.39  4.58  -2.38
H  -0.99  5.44  -1.13
C  -0.60  -2.74  5.60
C  -1.18  -1.35  5.81
C  -1.03  -0.44  4.61
O  -2.54  -1.45  6.24
H  0.49  -2.68  5.47
H  -1.00  -3.29  4.74
H  -0.77  -3.36  6.47
H  -0.68  -0.89  6.67
H  0.02  -0.24  4.37
H  -1.63  0.46  4.73
H  -1.46  -0.93  3.73
H  -3.00  -1.98  5.56
C  4.62  -3.58  0.40
C  5.05  -2.11  0.38
C  5.02  -1.51  -1.03
O  4.12  -1.41  1.22
H  5.33  -4.16  -0.20
H  3.61  -3.66  0.02
H  4.66  -3.94  1.43
H  6.05  -1.96  0.81
H  5.66  -2.03  -1.74
H  5.33  -0.47  -0.94
H  4.01  -1.55  -1.44
H  4.43  -0.51  1.37
C  -3.09  2.38  -4.46
C  -2.99  1.04  -5.11
C  -1.98  0.14  -4.40
O  -4.30  0.42  -5.11
H  -3.30  2.33  -3.39
H  -3.91  2.98  -4.87
H  -2.18  2.97  -4.57
H  -2.74  1.12  -6.18
H  -2.23  0.09  -3.34
H  -1.00  0.63  -4.37
H  -1.95  -0.87  -4.82
H  -4.21  -0.44  -5.53
C  4.89  2.56  -2.09
C  6.30  2.21  -2.56
C  6.75  3.06  -3.74
O  7.24  2.46  -1.50
H  4.90  3.52  -1.58
H  4.49  1.86  -1.36
H  4.21  2.62  -2.94
H  6.32  1.17  -2.89
H  6.63  4.13  -3.54
H  6.16  2.82  -4.63
H  7.80  2.90  -3.98
H  7.41  1.63  -1.04
C  -2.40  -3.80  -0.51
C  -1.22  -3.36  0.33
C  -1.30  -3.84  1.77
O  -0.03  -3.84  -0.28
H  -2.39  -3.39  -1.52
H  -3.33  -3.52  -0.01
H  -2.42  -4.89  -0.60
H  -1.22  -2.26  0.26
H  -2.26  -3.59  2.24
H  -0.55  -3.34  2.39
H  -1.12  -4.91  1.82
H  0.61  -3.11  -0.28
C  0.43  0.19  -1.21
C  1.30  -0.14  0.00
C  0.69  0.27  1.33
O  1.52  -1.55  0.02
H  -0.61  -0.10  -1.03
H  0.74  -0.32  -2.11
H  0.40  1.27  -1.37
H  2.26  0.37  -0.19
H  -0.26  -0.25  1.42
H  0.49  1.34  1.41
H  1.31  -0.06  2.16
H  2.37  -1.70  0.47

Output
Electronic energy in eV: -42305.7031
SMILES: CC(C)O.CC(C)O.CC(C)O.CC(C)O.CC(C)O.CC(C)O.CC(C)O.CC(C)O
Relative energy (zero: lowest compared OMol25 entry of this formula, charge and spin) in kcal/mol: 19.7
Orbital gap in eV: 9.9

=====

Below is a molecular structure, C11H14N2NiO5SSeTe, with properties calculated with ωB97M-V/def2-TZVPD.

Element x y z (Å)
Ni  0.72  2.58  0.76
S  3.92  1.77  0.35
C  2.44  2.19  0.50
C  -3.10  3.84  -1.62
N  -1.73  3.44  -1.35
C  -0.74  4.31  -1.20
N  -0.97  5.61  -1.60
O  0.40  4.02  -0.79
H  -3.71  2.94  -1.59
H  -3.20  4.30  -2.60
H  -3.49  4.53  -0.86
H  -1.66  2.54  -0.83
H  -1.92  5.95  -1.56
H  -0.28  6.25  -1.25
C  1.47  -1.56  0.71
Te  1.27  -0.97  -1.34
C  0.59  -2.98  -1.65
C  0.98  -3.76  -0.41
C  0.90  -5.15  -0.38
C  1.24  -5.85  0.76
C  1.66  -5.17  1.89
C  1.73  -3.78  1.87
C  1.40  -3.07  0.72
H  0.67  -1.08  1.27
H  2.42  -1.20  1.09
H  1.06  -3.40  -2.54
H  -0.49  -2.98  -1.79
H  0.58  -5.68  -1.27
H  1.18  -6.93  0.77
H  1.92  -5.71  2.79
H  2.05  -3.24  2.76
O  -2.52  1.30  2.96
Se  -1.54  1.61  1.72
O  -0.04  0.90  1.84
O  -2.20  1.24  0.27
O  -1.03  3.20  1.60

Output
Multiplicity: 2
⟨S²⟩: 0.87
Electronic energy in eV: -149369.1247
Total charge: -1
Relative energy (zero: lowest compared OMol25 entry of this formula, charge and spin) in kcal/mol: 1.9
Orbital gap (alpha / beta) in eV: 7.4 / 7.3

=====

> Look up the relative energy (zero: lowest compared OMol25 entry of this formula, charge and spin) of the first one.

19.7 kcal/mol